A molecular structure, C46H48Cl2CsN4O2Se2Te. Source: the Open Molecules 2025 dataset; level of theory: ωB97M-V with the def2-TZVPD basis set.

```
! wB97M-V def2-TZVPD RIJCOSX def2/J DEFGRID3
* xyz -2 2
Cs 0.733 0.827 1.919
Cl 3.016 2.633 6.272
C 4.055 2.134 4.930
C 5.390 1.896 5.195
C 6.207 1.532 4.145
Cl 7.915 1.234 4.496
C 5.736 1.413 2.826
C 6.560 1.055 1.712
C 5.951 0.977 0.447
C 4.621 1.278 0.294
N 3.801 1.670 1.303
C 4.363 1.691 2.556
C 3.472 2.043 3.653
O 2.222 2.283 3.435
H 5.780 1.989 6.199
H 7.603 0.818 1.858
H 6.527 0.670 -0.422
H 4.165 1.216 -0.695
C 1.053 5.012 2.791
N 2.066 4.822 1.775
C 1.862 4.431 0.505
Se 0.232 4.106 -0.325
N 3.079 4.334 -0.078
C 4.085 4.571 0.847
C 5.466 4.489 0.775
C 6.167 4.698 1.952
C 5.512 4.985 3.155
C 4.129 5.075 3.218
C 3.435 4.877 2.035
H 0.093 5.136 2.297
H 1.292 5.911 3.359
H 1.069 4.148 3.456
H 3.199 3.887 -0.970
H 5.969 4.200 -0.138
H 7.243 4.583 1.951
H 6.089 5.078 4.065
H 3.614 5.220 4.158
C -3.173 2.730 2.290
C -2.651 1.536 1.516
O -2.029 0.627 2.102
N -2.934 1.579 0.204
Te -1.969 0.123 -0.727
C -3.489 -1.312 -1.169
C -4.542 -1.559 -0.285
C -4.663 -0.922 1.070
C -5.519 -2.480 -0.664
C -5.466 -3.159 -1.870
C -6.510 -4.181 -2.233
C -4.386 -2.920 -2.707
C -3.380 -2.018 -2.373
C -2.201 -1.902 -3.301
C -2.121 1.154 -2.574
C -3.336 1.585 -3.107
C -4.671 1.332 -2.457
C -3.313 2.276 -4.318
C -2.131 2.540 -4.992
C -2.132 3.294 -6.295
C -0.940 2.095 -4.438
C -0.907 1.396 -3.236
C 0.427 0.941 -2.703
H -4.262 2.765 2.231
H -2.780 3.643 1.843
H -2.863 2.656 3.330
H -3.720 -0.955 1.618
H -5.417 -1.447 1.658
H -4.950 0.127 0.991
H -6.332 -2.681 0.026
H -7.392 -4.086 -1.600
H -6.116 -5.192 -2.108
H -6.822 -4.076 -3.274
H -4.296 -3.476 -3.635
H -2.168 -2.769 -3.961
H -1.266 -1.904 -2.731
H -2.248 -1.003 -3.916
H -4.611 1.480 -1.380
H -5.012 0.310 -2.644
H -5.415 2.017 -2.866
H -4.253 2.623 -4.735
H -3.134 3.640 -6.550
H -1.775 2.665 -7.114
H -1.475 4.163 -6.241
H -0.003 2.299 -4.947
H 1.209 1.153 -3.433
H 0.453 -0.129 -2.486
H 0.680 1.486 -1.790
C 0.372 -8.738 1.066
C 0.235 -7.262 0.800
C 1.345 -6.431 0.753
C 1.242 -5.067 0.488
C 2.490 -4.233 0.460
C -0.021 -4.491 0.254
Se -0.181 -2.624 -0.121
C -1.153 -5.327 0.311
C -2.528 -4.764 0.082
C -1.009 -6.683 0.579
H 1.369 -8.977 1.439
H 0.210 -9.329 0.159
H -0.355 -9.080 1.808
H 2.330 -6.853 0.931
H 3.371 -4.847 0.660
H 2.442 -3.430 1.197
H 2.607 -3.736 -0.504
H -2.714 -3.905 0.729
H -3.294 -5.523 0.256
H -2.626 -4.385 -0.939
H -1.901 -7.304 0.623
*
```

Values from the calculation:
E_LUMO (alpha / beta) (Eh): 0.123 / 0.123
HOMO (alpha / beta) (eV): 0.9839 / -1.2026
Calculated total energy (Ha): -8162.69728
Molar mass (g mol⁻¹): 1178.25

---

A molecular structure, C46H48N3O3OsP2S2Te. Source: the Open Molecules 2025 dataset; level of theory: ωB97M-V with the def2-TZVPD basis set.

```
! wB97M-V def2-TZVPD RIJCOSX def2/J DEFGRID3
* xyz 0 2
Os 1.687 -0.660 -2.888
S -1.362 0.438 -0.800
P -0.184 1.662 -2.028
C 1.479 1.160 -2.284
P 3.005 1.474 -1.510
S 3.934 -0.292 -1.971
C 3.045 1.776 0.273
C 1.916 1.497 1.039
C 1.960 1.636 2.419
C 3.135 2.032 3.039
C 4.275 2.274 2.281
C 4.234 2.142 0.903
C 3.883 2.858 -2.301
C 4.225 4.042 -1.655
C 4.882 5.050 -2.349
C 5.198 4.881 -3.689
C 4.849 3.704 -4.341
C 4.198 2.697 -3.650
C -0.997 2.402 -3.469
C -0.509 2.172 -4.751
C -1.103 2.795 -5.838
C -2.192 3.636 -5.650
C -2.683 3.860 -4.371
C -2.081 3.252 -3.280
C -0.108 3.126 -0.926
C 0.860 4.082 -1.230
C 0.991 5.229 -0.463
C 0.146 5.439 0.618
C -0.839 4.508 0.912
C -0.975 3.361 0.140
H 0.998 1.172 0.565
H 1.072 1.434 3.005
H 3.168 2.145 4.115
H 5.199 2.561 2.765
H 5.133 2.306 0.320
H 3.956 4.196 -0.618
H 5.145 5.968 -1.839
H 5.716 5.665 -4.226
H 5.089 3.571 -5.388
H 3.935 1.774 -4.152
H 0.332 1.510 -4.896
H -0.718 2.618 -6.834
H -2.656 4.118 -6.500
H -3.532 4.514 -4.220
H -2.463 3.438 -2.283
H 1.508 3.940 -2.088
H 1.750 5.959 -0.716
H 0.248 6.332 1.223
H -1.511 4.670 1.746
H -1.751 2.650 0.393
N 1.408 -1.634 -1.036
N 1.860 -3.010 -1.059
C 1.304 -3.554 -2.349
O 0.656 -4.574 -2.296
O 1.567 -2.812 -3.340
H 1.982 -1.172 -0.331
H 0.439 -1.650 -0.703
H 2.859 -2.905 -1.249
C -1.708 -2.355 -3.608
C -1.298 -1.146 -2.828
O -0.408 -0.338 -3.345
N -1.828 -0.945 -1.657
Te -1.706 -3.368 0.382
C -1.377 -4.591 2.097
C -0.140 -5.227 2.256
C 0.964 -5.141 1.237
C 0.095 -5.964 3.415
C -0.861 -6.095 4.410
C -0.593 -6.909 5.647
C -2.093 -5.484 4.216
C -2.375 -4.744 3.074
C -3.744 -4.133 2.937
C -2.290 -1.659 1.509
C -3.553 -1.074 1.317
C -4.606 -1.641 0.402
C -3.856 0.114 1.978
C -2.954 0.736 2.827
C -3.311 2.018 3.531
C -1.719 0.133 3.019
C -1.365 -1.050 2.376
C 0.011 -1.601 2.652
H -1.765 -2.092 -4.663
H -2.667 -2.726 -3.254
H -0.957 -3.140 -3.493
H 0.612 -5.012 0.217
H 1.571 -6.047 1.270
H 1.626 -4.297 1.449
H 1.057 -6.453 3.535
H 0.469 -7.124 5.755
H -1.124 -7.863 5.607
H -0.930 -6.387 6.544
H -2.865 -5.594 4.972
H -4.441 -4.604 3.630
H -4.128 -4.252 1.922
H -3.727 -3.062 3.150
H -4.427 -2.689 0.169
H -4.613 -1.096 -0.545
H -5.593 -1.545 0.857
H -4.832 0.564 1.816
H -3.876 2.684 2.876
H -2.417 2.543 3.870
H -3.931 1.822 4.409
H -0.996 0.603 3.680
H 0.016 -2.183 3.578
H 0.730 -0.788 2.766
H 0.361 -2.259 1.858
*
```

Values from the calculation:
E_LUMO (alpha / beta) (Eh): -0.006 / -0.016
HOMO (alpha / beta) (eV): -7.2924 / -7.2916
Calculated total energy (Ha): -4009.44907
Molar mass (g mol⁻¹): 1134.82

---

Number 1: strongest force on any atom 0.9 eV/A. Number 2: strongest force on any atom 1.5 eV/A.